The following is a DFT calculation (ωB97M-V/def2-TZVPD) of 3 unconnected molecules or ions with the total composition C17H30BF13O7S2 at a distorted geometry.

Frontier orbital gap   10.46 eV
HOMO level   -10.275 eV
E   -3311.8954 hartree
LUMO   0.183 eV
Structure (SMILES)   COB(O)[C@@H]1C[C@H](CCC(F)(F)C(F)(F)C(F)(F)C(F)(F)S(F)(F)(F)(F)F)COS1(=O)=O.CC(C)O.CC(C)O

```
70
Properties=species:S:1:pos:R:3:forces:R:3
C -0.9735 1.2591 -1.7389 0.1 -0.2 -0.7
O -2.0288 1.9064 -1.0206 0.7 -0.1 0.4
B -2.6022 1.0967 -0.0753 -0.7 0.5 -0.2
O -3.2953 0.0125 -0.5030 0.8 -0.7 0.6
C -2.3700 1.5256 1.4506 0.5 -1.1 0.1
C -0.9946 0.8973 1.9104 -0.2 0.6 0.2
C -1.0835 -0.1135 3.0461 -0.1 -0.3 0.0
C -1.5233 -1.5274 2.6286 -0.1 0.6 0.0
C -0.8629 -2.0203 1.3303 -0.1 -0.2 0.0
C -0.9244 -3.5598 1.1839 -1.0 1.9 0.5
F -1.1874 -3.8509 -0.1042 0.7 -0.6 -0.3
F -2.0364 -3.9286 1.8609 -0.3 -0.7 0.1
C 0.2729 -4.3214 1.8319 0.0 0.3 0.2
F 0.9567 -3.4228 2.5622 0.6 0.7 -0.2
F -0.2046 -5.1501 2.7513 -0.4 -1.0 0.1
C 1.3118 -5.1291 0.9736 -0.2 -0.2 0.2
F 2.5177 -4.9425 1.4983 0.8 0.9 0.2
F 1.0788 -6.4243 1.1771 -0.9 -0.8 -0.3
C 1.4656 -4.9967 -0.5698 1.2 -0.6 -0.2
F 2.4105 -5.8913 -0.8592 1.3 -0.4 0.2
F 0.4603 -5.4335 -1.2677 -2.0 0.4 -0.3
S 2.1224 -3.3867 -1.2838 1.1 -0.1 -1.7
F 0.7024 -2.9485 -1.7821 -0.6 0.3 0.6
F 2.3257 -4.1274 -2.6706 -0.2 -0.2 -0.2
F 3.6025 -3.7938 -0.9278 0.2 0.1 0.7
F 1.9859 -2.6197 0.0858 -0.5 0.1 0.4
F 2.6969 -2.0685 -1.9220 0.0 0.3 0.0
C -1.9816 0.4335 4.1579 0.4 -0.2 0.1
O -3.3805 0.3815 3.8282 0.5 -0.1 -1.1
S -3.7846 1.2126 2.5159 -1.5 1.6 0.1
O -4.8148 0.4981 1.8509 0.2 -2.0 -0.6
O -4.2614 2.4848 2.9334 0.7 1.3 0.9
H -0.5166 0.4254 -1.1916 -0.1 0.1 0.2
H -1.3255 0.8474 -2.6842 -0.1 0.1 0.0
H -0.1877 1.9752 -1.9643 -0.1 0.2 0.1
H -3.4140 -0.5961 0.2428 -0.8 0.2 -0.3
H -2.2414 2.6033 1.4431 -0.3 0.1 0.3
H -0.4729 0.5057 1.0365 0.1 -0.1 0.1
H -0.3796 1.7203 2.2753 -0.1 -0.2 -0.1
H -0.0977 -0.1989 3.5146 0.1 0.1 -0.2
H -2.5998 -1.4872 2.4456 0.0 -0.3 0.1
H -1.3781 -2.1893 3.4817 0.1 -0.2 -0.1
H 0.1375 -1.6253 1.1650 0.0 -0.2 0.2
H -1.4751 -1.6532 0.5059 0.1 -0.1 -0.2
H -1.7100 1.4621 4.4101 0.0 0.0 0.0
H -1.8667 -0.1910 5.0405 -0.2 0.1 0.1
C 2.1467 4.2829 3.9626 -0.1 -0.1 0.2
C 2.5125 3.4304 2.7577 -0.2 0.6 -0.1
C 3.2756 4.2371 1.7195 0.1 -0.1 -0.1
O 1.3237 2.8910 2.1699 0.2 -0.1 0.1
H 1.5015 5.1142 3.6655 0.1 0.0 -0.1
H 1.5931 3.6936 4.6953 0.1 0.0 0.0
H 3.0370 4.6896 4.4438 0.0 0.0 0.0
H 3.1171 2.5814 3.0793 -0.1 -0.1 -0.1
H 2.6660 5.0669 1.3514 0.0 0.0 0.1
H 3.5241 3.6154 0.8585 0.0 0.0 0.0
H 4.1991 4.6425 2.1350 0.0 0.0 0.0
H 0.7779 3.6326 1.8788 0.1 0.0 0.0
C 0.4658 2.6679 -7.0488 0.1 0.2 0.1
C 0.5192 1.5786 -5.9886 -0.5 0.0 -0.4
C 0.0728 0.2375 -6.5509 0.1 -0.2 0.1
O -0.3124 1.9391 -4.8849 0.2 0.0 0.2
H -0.5560 2.7987 -7.4159 0.0 -0.1 0.0
H 0.7810 3.6245 -6.6304 0.0 0.0 0.0
H 1.1107 2.4281 -7.8957 0.0 0.0 0.0
H 1.5357 1.4936 -5.6016 -0.1 0.0 0.2
H -0.9614 0.2919 -6.9023 0.0 0.1 -0.1
H 0.1090 -0.5323 -5.7788 0.1 0.0 0.0
H 0.7061 -0.0736 -7.3832 0.0 0.0 0.0
H -1.2173 2.0192 -5.2095 0.1 0.0 0.0
```
Forces are in eV/Å.